Record 1
C19H40AlBBeBrCs2F4NO12PS2 as an isolated structure in a non-equilibrium geometry. Source: OMol25; level of theory: ωB97M-V/def2-TZVPD.

```
85
Properties=species:S:1:pos:R:3:lowdin_charge:R:1
C 6.477 -1.523 1.272 -0.142
O 5.607 -0.618 2.042 -0.236
C 4.693 0.057 1.097 -0.236
C 4.645 1.669 1.429 -0.155
C 3.669 1.963 2.753 -0.176
C 2.508 3.023 2.181 -0.183
C 1.365 2.034 1.464 -0.199
C 0.530 2.783 0.260 -0.191
C -1.094 2.843 0.487 -0.189
C -1.905 1.486 0.041 -0.256
B -2.775 0.779 1.256 -1.249
S -1.844 0.373 2.848 0.845
O -3.966 1.677 1.326 -0.077
C -5.241 0.981 0.950 -0.474
C -4.837 -0.560 1.435 -0.292
P -5.247 -0.713 3.294 0.760
O -6.651 -1.468 3.485 -0.564
O -5.234 0.868 4.063 -0.236
O -4.077 -1.692 4.200 -0.248
O -3.440 -0.541 0.975 -0.353
H 7.094 -0.934 0.438 0.104
H 7.277 -1.967 2.015 0.104
H 5.818 -2.367 0.747 0.092
H 5.098 -0.029 -0.021 0.121
H 3.613 -0.418 1.090 0.095
H 4.198 2.187 0.451 0.114
H 5.686 2.155 1.651 0.122
H 3.150 0.943 3.078 0.124
H 4.252 2.430 3.656 0.104
H 2.021 3.539 3.112 0.094
H 2.967 3.757 1.391 0.102
H 1.938 1.106 0.988 0.082
H 0.706 1.638 2.346 0.066
H 0.917 3.908 0.246 0.115
H 0.867 2.295 -0.749 0.107
H -1.499 3.721 -0.208 0.113
H -1.397 3.164 1.591 0.128
H -2.707 1.802 -0.785 0.085
H -1.167 0.748 -0.512 0.042
H -0.766 -0.457 2.401 -0.057
H -6.196 1.241 1.608 -0.142
H -5.416 0.827 -0.216 0.058
H -5.407 -1.461 0.903 0.165
H -4.338 1.310 3.982 0.083
H -3.562 -1.086 4.830 0.084
Be -7.451 -1.270 5.684 0.274
C 0.451 -0.352 -3.962 -0.035
C 0.052 -0.879 -2.735 -0.372
C -1.152 -1.576 -2.633 -0.487
C -1.953 -1.753 -3.762 -0.164
C -1.551 -1.229 -4.990 -0.075
C -0.352 -0.525 -5.090 -0.053
H 1.388 0.194 -4.041 0.094
H 0.679 -0.746 -1.857 -0.154
H -1.467 -1.980 -1.675 -0.066
H -2.889 -2.300 -3.683 0.107
H -2.174 -1.370 -5.870 0.101
H -0.042 -0.112 -6.046 0.126
Br -2.851 -0.701 -1.255 0.993
F 6.989 1.279 5.489 -0.277
Al 5.549 1.125 6.560 0.117
F 4.106 1.808 5.728 -0.250
F 5.841 2.025 8.092 -0.279
F 5.261 -0.614 6.931 -0.280
C -1.408 -4.980 -4.990 -0.257
S -0.768 -4.443 -6.594 0.831
O -1.664 -3.350 -7.094 -0.554
C -1.206 -5.955 -7.484 -0.268
H -1.274 -4.167 -4.272 0.021
H -2.470 -5.219 -5.072 0.064
H -0.851 -5.857 -4.649 0.056
H -2.282 -6.134 -7.412 0.058
H -0.657 -6.800 -7.062 0.053
H -0.929 -5.833 -8.534 0.052
Cs -7.651 1.359 0.413 1.343
Cs 1.149 -2.317 -0.879 1.287
O 3.612 0.840 -3.233 -0.452
H 4.086 1.638 -3.379 -0.166
O -1.635 2.316 -4.084 -0.054
H -1.705 2.513 -5.030 0.040
H -1.313 1.403 -4.058 -0.007
N 0.549 3.122 5.409 -0.616
O -0.020 4.070 4.842 -0.018
O 0.667 3.119 6.646 0.020
O 1.000 2.178 4.740 0.000
```

For the strongest force on any atom, the calculation gives 7.65 eV/A. The value obtained for the HOMO energy is -4.7 eV. The charge is -1. For the LUMO energy, the calculation gives -2.879 eV.

Record 2
A 2-piece molecular cluster, C19H40BN4O5 overall in a non-equilibrium geometry. Source: OMol25; level of theory: ωB97M-V/def2-TZVPD.

```
69
Properties=species:S:1:pos:R:3:nbo_charge:R:1
C 0.138 -0.473 2.923 -0.425
C 0.078 -0.542 1.585 -0.132
C 1.199 -0.873 0.633 -0.488
C 2.320 0.215 0.417 0.275
C 3.582 -0.278 1.133 -0.243
N 3.376 -0.419 2.567 -0.628
C 3.912 -1.661 3.111 -0.401
O 1.983 1.389 1.052 -0.745
B 1.320 2.338 0.077 1.142
N 2.027 3.699 0.157 -0.884
C 2.106 4.429 -1.094 -0.196
C 0.763 5.048 -1.576 -0.638
O -0.061 2.555 0.643 -0.755
C -1.123 2.160 -0.157 -0.037
C -2.416 2.242 0.679 -0.636
O 1.429 1.578 -1.161 -0.760
C 2.528 0.698 -1.076 0.411
C 2.355 -0.347 -2.176 -0.433
C 1.252 -0.040 -3.201 -0.376
C -0.126 -0.596 -2.840 -0.605
N 3.707 1.606 -1.249 -0.540
C 4.788 1.056 -1.369 0.859
O 5.860 0.533 -1.438 -0.562
H -0.562 -1.064 3.502 0.168
H 0.841 0.148 3.442 0.216
H -0.898 -0.360 1.145 0.194
H 1.696 -1.740 1.050 0.203
H 0.724 -1.206 -0.283 0.213
H 3.930 -1.228 0.730 0.168
H 4.348 0.484 0.996 0.191
H 3.719 0.390 3.053 0.365
H 3.335 -2.479 2.698 0.184
H 3.776 -1.634 4.184 0.190
H 4.975 -1.768 2.866 0.152
H 1.566 4.305 0.818 0.349
H 2.508 3.830 -1.901 0.190
H 2.814 5.253 -0.947 0.148
H 0.091 5.227 -0.747 0.204
H 0.325 4.379 -2.308 0.196
H 0.979 5.983 -2.090 0.179
H -1.215 2.756 -1.074 0.137
H -1.019 1.113 -0.457 0.138
H -2.156 2.509 1.693 0.223
H -3.135 2.917 0.222 0.185
H -2.893 1.265 0.686 0.189
H 3.266 -0.483 -2.755 0.202
H 2.134 -1.329 -1.776 0.205
H 1.214 1.005 -3.471 0.226
H 1.544 -0.577 -4.103 0.176
H -0.611 -0.858 -3.780 0.188
H -0.767 0.135 -2.368 0.224
H -0.049 -1.522 -2.286 0.191
C -4.913 -4.358 0.665 -0.612
C -3.915 -3.405 1.316 -0.080
C -4.165 -1.929 0.984 -0.076
O -3.740 -1.546 -0.309 -0.539
C -4.656 -1.830 -1.345 -0.245
N -2.558 -3.817 0.954 -0.831
H -4.718 -4.494 -0.398 0.201
H -4.851 -5.342 1.130 0.214
H -5.937 -3.996 0.783 0.197
H -4.024 -3.513 2.400 0.185
H -3.572 -1.325 1.677 0.196
H -5.216 -1.651 1.145 0.157
H -5.693 -1.719 -1.013 0.163
H -4.500 -2.835 -1.747 0.160
H -4.472 -1.120 -2.152 0.192
H -1.891 -3.242 1.464 0.365
H -2.412 -3.550 -0.016 0.356
```

For the strongest force on any atom, the calculation gives 2.88 eV/A. The value obtained for the HOMO energy is -3.9 eV. The charge is -1. For the LUMO energy, the calculation gives 2.637 eV.